[1]
Entry from the OMol25 dataset: an isolated molecule of C5H6N2 (the ωB97M-V functional and the def2-TZVPD basis).

XYZ file:
```
13
Properties=species:S:1:pos:R:3:nbo_charge:R:1
H -2.323 -1.470 -0.151 0.3586
N -2.246 -0.412 -0.008 -0.6272
C -1.056 -0.013 -0.022 0.3589
C -0.500 1.258 0.305 -0.2826
C 0.865 1.367 -0.062 -0.1320
C 1.299 -0.112 -0.492 -0.1681
C 1.424 -1.017 0.618 -0.2232
N 0.078 -0.868 -0.412 -0.4427
H -1.118 2.097 0.466 0.2312
H 1.722 2.159 0.011 0.2375
H 1.727 -0.035 -1.591 0.2363
H 1.034 -0.735 1.621 0.2317
H 1.948 -1.958 0.499 0.2216
```

Calculated values
spin multiplicity = 1
gap between HOMO and LUMO = 9.511 eV
strongest force on any atom = 5.25 eV/A
relative energy (zero: lowest compared OMol25 entry of this formula, charge and spin) = 3.561 eV
SMILES = [H]/N=C1/C=C[C@H]2CN12

---

[2]
Entry from the OMol25 dataset: a structure of composition C27H33N4O4PS3Zr (the ωB97M-V functional and the def2-TZVPD basis).

XYZ file:
```
73
Properties=species:S:1:pos:R:3:mulliken_charge:R:1
Zr 1.129 -0.755 0.198 -0.1331
N 0.186 -0.814 2.474 -0.3575
C 1.228 -1.018 3.493 -0.8296
C 2.493 -1.621 2.895 0.6036
O 3.475 -1.683 3.627 -0.7511
N 2.384 -1.982 1.600 -0.3218
C 3.672 -2.313 0.993 -1.0119
C 4.098 -1.182 0.061 0.8146
O 5.230 -1.010 -0.320 -0.7197
O 3.093 -0.376 -0.266 -0.7146
H -0.385 -1.646 2.374 0.3071
H -0.445 -0.073 2.759 0.0559
H 1.511 -0.052 3.913 0.2102
H 0.889 -1.644 4.320 0.5469
H 4.445 -2.475 1.741 0.4458
H 3.579 -3.205 0.370 0.3902
N -0.421 2.062 1.811 0.2662
P -0.791 1.273 0.332 1.3892
C -0.946 2.685 -0.798 0.9326
C 0.236 3.223 -1.307 -0.3749
C 0.200 4.365 -2.088 -0.8598
C -1.016 4.972 -2.379 -0.5123
C -2.194 4.439 -1.879 -0.7550
C -2.160 3.300 -1.086 -0.4339
C -2.485 0.692 0.595 0.3317
C -3.086 0.661 1.848 -0.7181
C -4.361 0.127 2.003 -0.7704
C -5.045 -0.364 0.904 -0.5298
C -4.450 -0.329 -0.354 -0.8278
C -3.175 0.187 -0.508 -0.3434
C 0.924 2.202 2.160 -0.2252
C 1.293 3.167 3.098 -1.0907
C 2.622 3.269 3.450 -0.4861
C 3.550 2.423 2.859 -0.9784
C 3.098 1.506 1.935 -0.5524
N 1.807 1.379 1.586 1.2270
H -0.983 2.867 2.059 0.4144
H 1.183 2.733 -1.115 0.3239
H 1.120 4.771 -2.485 0.4371
H -1.044 5.858 -3.000 0.3923
H -3.143 4.907 -2.106 0.4256
H -3.088 2.895 -0.702 0.3492
H -2.566 1.053 2.714 0.3838
H -4.819 0.106 2.983 0.4379
H -6.042 -0.770 1.020 0.3996
H -4.983 -0.706 -1.218 0.4040
H -2.700 0.197 -1.484 0.6051
H 0.539 3.811 3.532 0.4547
H 2.931 4.007 4.180 0.4292
H 4.601 2.463 3.100 0.5145
H 3.777 0.837 1.429 0.2101
C 0.817 -0.604 -4.748 -1.9277
C 0.917 -1.095 -3.326 0.3655
S 0.314 0.019 -2.095 0.1438
C 1.453 -2.277 -2.985 1.1102
C 2.037 -3.223 -3.997 -1.6846
S 1.564 -2.825 -1.322 -0.4145
H 0.246 0.323 -4.793 0.4212
H 0.325 -1.329 -5.401 0.3778
H 1.804 -0.400 -5.170 0.3107
H 1.665 -3.035 -5.005 0.4302
H 1.815 -4.259 -3.736 0.3325
H 3.125 -3.128 -4.018 0.2957
C -1.784 -3.064 -1.797 -0.2489
S -1.119 -3.398 -0.177 0.5322
C -2.679 -3.721 0.656 -0.8556
O -0.806 -2.020 0.412 0.1933
H -2.186 -4.001 -2.186 0.5272
H -0.975 -2.695 -2.427 -0.1254
H -2.568 -2.315 -1.700 -0.0753
H -3.129 -4.620 0.234 0.4380
H -3.338 -2.860 0.547 0.0719
H -2.462 -3.895 1.709 0.3770
```

Calculated values
spin multiplicity = 1
gap between HOMO and LUMO = 6.711 eV
strongest force on any atom = 0.63 eV/A
relative energy (zero: lowest compared OMol25 entry of this formula, charge and spin) = 0.172 eV

---

Number 1: LUMO level 0.4 eV. Number 2: LUMO level 0.1 eV.